# 1
Here is a gas-phase ion, C4H14N3 (charge +1) at a distorted geometry from the Open Molecules 2025 dataset. Energies are from wB97M-V/def2-TZVPD.

Element x y z (Å)
C 1.57 1.27 0.28
C 1.59 -1.02 -0.12
C -1.27 -1.08 0.72
C -0.91 0.05 -1.40
N -1.27 1.24 0.53
N 0.75 0.06 0.49
N -0.66 0.09 0.01
H 1.05 2.15 0.71
H 2.48 0.94 0.75
H 1.74 1.60 -0.68
H 1.16 -1.95 -0.08
H 2.01 -0.71 -1.15
H 2.52 -1.14 0.43
H -1.24 -1.13 1.80
H -2.35 -1.06 0.57
H -1.18 -2.08 0.32
H -0.58 0.90 -1.87
H -0.41 -0.90 -1.74
H -1.91 0.09 -1.59
H -0.76 1.60 1.38
H -2.32 1.08 0.66

## Properties
- multiplicity = 3
- <S²> = 2.0073
- HOMO-LUMO gap (spin up / spin down) (eV) = 5.22 / 7.39
- HOMO (spin up / spin down) (eV) = -7.89 / -14.57
- relative energy (zero: lowest compared OMol25 entry of this formula, charge and spin) (kJ/mol) = 543.1
- charge = +1

***

# 2
Here is a gas-phase ion, C4H14N3 (charge +2) at a distorted geometry from the Open Molecules 2025 dataset. Energies are from wB97M-V/def2-TZVPD.

Element x y z (Å)
N -1.87 -0.02 1.27
C -1.95 -1.12 0.25
C -0.51 -1.67 0.02
N 0.54 -0.65 0.28
C 0.81 0.10 -0.97
C 1.23 1.56 -0.61
N 2.56 1.65 -0.09
H -1.92 -0.35 2.22
H -1.02 0.54 1.11
H -2.65 0.61 1.06
H -2.55 -1.90 0.69
H -2.42 -0.86 -0.70
H -0.32 -2.47 0.73
H -0.47 -2.06 -0.99
H 1.37 -1.16 0.52
H -0.12 0.16 -1.51
H 1.61 -0.44 -1.47
H 1.14 2.10 -1.57
H 0.57 1.95 0.16
H 3.25 1.51 -0.84
H 2.73 2.51 0.44

## Properties
- multiplicity = 2
- <S²> = 0.7548
- HOMO-LUMO gap (spin up / spin down) (eV) = 11.57 / 5.91
- HOMO (spin up / spin down) (eV) = -18.31 / -18.17
- relative energy (zero: lowest compared OMol25 entry of this formula, charge and spin) (kJ/mol) = 140.3
- charge = +2

***

# 3
Here is 2 unconnected molecules or ions with the total composition C4H14N3O at a distorted geometry from the Open Molecules 2025 dataset. Energies are from wB97M-V/def2-TZVPD.

Element x y z (Å)
C 0.50 -0.70 -3.10
O -0.25 0.53 -2.67
H 0.46 1.18 -2.60
H 0.35 -0.57 -4.17
H 0.09 -1.65 -2.77
H 1.55 -0.54 -2.95
C 1.22 -0.45 1.68
C 2.34 -1.07 0.80
C -1.05 0.43 1.01
N 0.09 -0.23 0.75
N -1.38 0.77 2.25
N -1.79 0.73 -0.07
H 1.01 -1.07 2.52
H 1.65 0.48 2.11
H 2.74 -0.19 0.30
H 1.92 -1.67 -0.04
H 0.27 -0.40 -0.22
H -0.74 0.92 3.01
H -2.24 1.29 2.35
H -1.71 0.37 -1.01
H -2.72 1.03 0.18
H 3.09 -1.64 1.32

## Properties
- HOMO-LUMO gap (eV) = 11.32
- HOMO (eV) = -14.12
- relative energy (zero: lowest compared OMol25 entry of this formula, charge and spin) (kJ/mol) = 133.2
- charge = +1

***

# 4
Here is 2 unconnected molecules or ions with the total composition C4H14N4 at a distorted geometry from the Open Molecules 2025 dataset. Energies are from wB97M-V/def2-TZVPD.

Element x y z (Å)
C 0.09 -0.07 -0.61
C -0.53 0.33 -1.89
C -0.14 2.03 2.40
C -0.76 -3.55 -0.88
N -0.43 0.74 0.52
N 0.17 -1.43 -0.27
N 0.35 1.37 1.25
N -0.80 -2.26 -0.82
H 1.18 0.38 -0.68
H -0.15 1.29 -2.20
H -1.57 0.31 -1.75
H -0.21 -0.50 -2.62
H -1.10 2.29 2.39
H -0.08 1.28 3.27
H 0.35 2.89 2.65
H 1.81 3.34 -0.21
H 0.02 -4.06 -0.39
H -1.66 -4.03 -1.23
H -1.52 0.80 0.66
H 1.03 -1.93 0.07
H 1.35 2.73 -0.23
H -1.45 -1.75 -1.26

## Properties
- HOMO-LUMO gap (eV) = 9.84
- HOMO (eV) = -19.06
- relative energy (zero: lowest compared OMol25 entry of this formula, charge and spin) (kJ/mol) = 654.8
- charge = +2

***

# 5
Here is 2 unconnected molecules or ions with the total composition C4H14NO at a distorted geometry from the Open Molecules 2025 dataset. Energies are from wB97M-V/def2-TZVPD.

Element x y z (Å)
C -2.25 -0.46 -0.62
C -0.97 0.33 -0.45
N 0.17 -0.18 -1.34
C 1.55 0.32 -0.76
C 2.01 -0.79 0.19
H -3.01 -0.27 0.12
H -2.02 -1.50 -0.36
H -2.61 -0.55 -1.65
H -1.00 1.40 -0.63
H -0.72 0.01 0.57
H -0.04 0.18 -2.33
H 0.16 -1.22 -1.37
H 1.31 1.26 -0.29
H 2.16 0.36 -1.68
H 1.80 -1.80 -0.15
H 3.08 -0.59 0.44
H 1.71 -0.64 1.24
H -0.60 1.71 2.37
H -0.27 1.47 3.73
O -0.45 0.95 2.94

## Properties
- multiplicity = 2
- <S²> = 0.7506
- HOMO-LUMO gap (spin up / spin down) (eV) = 3.40 / 12.50
- HOMO (spin up / spin down) (eV) = -2.98 / -12.15
- relative energy (zero: lowest compared OMol25 entry of this formula, charge and spin) (kJ/mol) = 237.1
- charge = 0

***

# 6
Here is 2 unconnected molecules or ions with the total composition C4H14NO at a distorted geometry from the Open Molecules 2025 dataset. Energies are from wB97M-V/def2-TZVPD.

Element x y z (Å)
C 0.41 0.07 -0.38
C -0.55 -0.98 -0.87
C -0.61 -0.98 -2.38
C -0.16 -2.38 -0.36
N 0.25 0.31 1.12
H 1.46 -0.09 -0.62
H 0.19 1.05 -0.82
H -1.58 -0.79 -0.55
H 0.32 -1.20 -2.91
H -1.32 -1.73 -2.73
H -1.03 -0.04 -2.75
H 0.58 -2.85 -1.01
H -1.00 -3.07 -0.43
H 0.15 -2.39 0.69
H -0.58 0.88 1.29
H 0.18 -0.61 1.56
H 1.03 0.86 1.47
H 0.00 3.98 2.63
H 1.12 3.62 1.70
O 0.43 3.21 2.24

## Properties
- HOMO-LUMO gap (eV) = 12.45
- HOMO (eV) = -15.74
- relative energy (zero: lowest compared OMol25 entry of this formula, charge and spin) (kJ/mol) = 42.7
- charge = +1

***

# 7
Here is 3 unconnected molecules or ions with the total composition C4H14NO at a distorted geometry from the Open Molecules 2025 dataset. Energies are from wB97M-V/def2-TZVPD.

Element x y z (Å)
C 0.57 0.41 -0.97
C 0.78 0.21 0.51
C 1.72 -0.88 0.94
C 1.41 -1.69 2.23
N -2.41 1.37 -2.81
H 0.02 1.36 -0.93
H 1.48 0.34 -1.62
H -0.04 -0.35 -1.47
H 1.07 1.23 1.08
H 2.79 -0.55 1.13
H 1.71 -1.48 0.09
H 2.10 -2.48 2.41
H 0.33 -2.09 2.28
H 1.55 -0.93 3.05
H -2.57 1.57 -1.88
H -2.89 2.04 -3.44
H -2.27 0.44 -3.09
H -2.34 0.76 1.38
H -1.07 0.08 0.61
O -1.95 0.65 0.49

## Properties
- HOMO-LUMO gap (eV) = 4.12
- HOMO (eV) = -12.24
- relative energy (zero: lowest compared OMol25 entry of this formula, charge and spin) (kJ/mol) = 545.1
- charge = +1

***

# 8
Here is 2 unconnected molecules or ions with the total composition C4H14NO at a distorted geometry from the Open Molecules 2025 dataset. Energies are from wB97M-V/def2-TZVPD.

Element x y z (Å)
C -1.96 -1.67 -0.36
C -0.84 -0.98 -1.04
N 0.37 -0.80 -0.12
C 1.47 0.19 -0.81
C 1.99 1.00 0.29
H -2.95 -1.38 -0.72
H -2.18 -1.42 0.68
H -1.92 -2.75 -0.50
H -0.53 -1.57 -1.90
H -1.07 0.02 -1.43
H 0.82 -1.71 -0.05
H 0.23 -0.46 0.83
H 0.77 0.72 -1.45
H 2.17 -0.48 -1.31
H 2.84 0.53 0.80
H 2.39 1.96 -0.09
H 1.38 1.37 1.13
H -1.83 2.48 1.95
H -0.23 2.73 2.28
O -0.91 2.22 1.82

## Properties
- HOMO-LUMO gap (eV) = 12.16
- HOMO (eV) = -15.10
- relative energy (zero: lowest compared OMol25 entry of this formula, charge and spin) (kJ/mol) = 126.1
- charge = +1